Record 1
{
  "formula": "C9H25AgBrN2O3",
  "method": "ωB97M-V/def2-TZVPD",
  "symbols": ["Ag", "Br", "O", "O", "O", "N", "N", "C", "C", "C", "C", "C", "C", "C", "C", "C", "H", "H", "H", "H", "H", "H", "H", "H", "H", "H", "H", "H", "H", "H", "H", "H", "H", "H", "H", "H", "H", "H", "H", "H", "H"],
  "coordinates": [[-1.1194, 0.6036, 0.1412], [-2.7223, -0.1933, 2.3294], [-2.4755, 1.6417, -1.4949], [0.6951, -4.7534, -1.2212], [0.6732, 3.2151, 3.5176], [0.6599, 1.0317, 1.7871], [0.0173, -2.2203, -0.2086], [0.7167, 3.4039, 2.1244], [1.4225, 2.2121, 1.4556], [1.5226, 2.4410, -0.0608], [0.3931, -2.3046, -1.6211], [1.3040, -3.5652, -1.7074], [-0.3723, 3.9583, 4.1242], [-3.3993, 0.7215, -1.9650], [1.1049, -0.9858, -1.9546], [-0.4443, -5.1336, -1.9710], [1.1622, 4.3663, 1.8324], [2.2175, -3.4528, -1.1242], [-3.3200, -0.2171, -1.3921], [2.3017, 1.7941, -0.4747], [1.8519, 3.4226, -0.4085], [-0.3549, -5.0707, -3.0599], [1.5997, -3.7234, -2.7566], [-0.4796, 4.9737, 3.7320], [1.8592, -0.8800, -1.1701], [2.4631, 2.2644, 1.8029], [-1.2757, 3.3677, 3.9330], [-0.4808, -2.2985, -2.2760], [0.3418, -0.2118, -2.0326], [1.6704, -0.9567, -2.8905], [0.5441, 2.2091, -0.4896], [-0.1643, -3.1790, 0.0869], [0.2769, 0.9822, 2.7235], [-3.3939, 0.5053, -3.0519], [0.7706, -2.0157, 0.4428], [-0.5616, -6.1998, -1.7679], [-1.3445, -4.6025, -1.6566], [-0.1817, 4.0135, 5.1956], [-4.4360, 1.0749, -1.7865], [-0.2696, 3.5590, 1.6622], [1.2275, 0.2024, 1.6519]],
  "total_charge": -1,
  "homo_lumo_gap_ha": 0.2317,
  "relative_energy_ev": 0.785,
  "homo_energy_ha": -0.13083,
  "mol_weight_g_mol": 397.08,
  "total_energy_ha": -3414.10553
}

Record 2
{
  "formula": "C9H25AgN2O3",
  "method": "ωB97M-V/def2-TZVPD",
  "symbols": ["Ag", "O", "O", "O", "N", "N", "C", "C", "C", "C", "C", "C", "C", "C", "C", "H", "H", "H", "H", "H", "H", "H", "H", "H", "H", "H", "H", "H", "H", "H", "H", "H", "H", "H", "H", "H", "H", "H", "H", "H"],
  "coordinates": [[24.7283, 5.3731, 17.7911], [22.7278, 4.3157, 17.0766], [27.6197, 1.6899, 17.2768], [25.6731, 7.4384, 16.9416], [23.1815, 5.5079, 19.6501], [25.8318, 4.4649, 15.7486], [27.9862, 3.5721, 15.0256], [21.6163, 4.7780, 17.8136], [24.5791, 8.1413, 16.4295], [27.1618, 3.0256, 17.3019], [20.8145, 5.0437, 20.2294], [28.1777, 1.1988, 18.4628], [22.6535, 3.0077, 16.5186], [26.7081, 3.3014, 15.8532], [21.9740, 4.7053, 19.2974], [24.7983, 9.2103, 16.5598], [24.4694, 8.0380, 15.3268], [27.7480, 3.6874, 13.9699], [21.9929, 2.9714, 15.6539], [23.3217, 5.2744, 20.6383], [26.1607, 2.4507, 15.4473], [20.7566, 4.1052, 17.7481], [22.4309, 2.2327, 17.2552], [27.8520, 1.7734, 19.3376], [19.8852, 4.5267, 19.9881], [28.4679, 4.4708, 15.4166], [21.1525, 4.7811, 21.2323], [26.3617, 5.3253, 15.6122], [26.3647, 3.2118, 18.0316], [29.2681, 1.1755, 18.3781], [28.7167, 2.7747, 15.1778], [23.5816, 7.7896, 16.7465], [27.8918, 0.1828, 18.7563], [25.2485, 4.3945, 14.9234], [27.9569, 3.7380, 17.5449], [22.1529, 3.6273, 19.3851], [22.7770, 6.4291, 19.8529], [20.5764, 6.1094, 20.1736], [23.6804, 2.8201, 16.2063], [21.4046, 5.7971, 17.4809]],
  "homo_lumo_gap_ha": 0.2445,
  "relative_energy_ev": 0.000,
  "homo_energy_ha": -0.23156,
  "mol_weight_g_mol": 317.18,
  "total_energy_ha": -839.97560
}

Record 3
{
  "formula": "C9H25Cl2FeO2P2",
  "method": "ωB97M-V/def2-TZVPD",
  "symbols": ["Fe", "Cl", "Cl", "P", "P", "O", "O", "C", "C", "C", "C", "C", "C", "C", "C", "C", "H", "H", "H", "H", "H", "H", "H", "H", "H", "H", "H", "H", "H", "H", "H", "H", "H", "H", "H", "H", "H", "H", "H", "H", "H"],
  "coordinates": [[-0.0839, -0.0227, -0.2641], [-0.9482, 0.3518, -4.8226], [-1.9629, -0.2178, -1.3863], [-0.2431, 2.3706, -0.3213], [-0.0225, -2.4196, -0.0228], [1.2246, -0.0165, 1.3412], [1.5641, 0.6121, -4.1027], [0.9345, 3.3227, 0.6803], [0.7578, 0.3265, 2.6588], [-0.0027, 2.8922, -2.0417], [1.2036, -0.0738, -6.4073], [0.8236, 0.3304, -5.0185], [-1.8956, 2.9527, 0.1803], [-1.6133, -3.0730, 0.5685], [0.2810, -3.1193, -1.6683], [1.2153, -3.1393, 1.0907], [1.2906, -2.8273, -1.9875], [-0.1335, 0.9579, 2.5389], [0.1836, -4.2122, -1.6268], [2.1566, -0.2896, 1.2984], [-0.1583, 3.9770, -2.1324], [2.2156, -2.8281, 0.7642], [0.8102, 0.6521, -7.1316], [-2.6502, 2.3753, -0.3654], [1.5426, 0.8923, 3.1738], [-1.6153, -4.1687, 0.5026], [-2.4161, -2.6382, -0.0369], [0.8135, -1.0766, -6.6263], [0.8013, 3.0755, 1.7405], [1.9533, 3.0389, 0.3886], [0.4835, -0.5907, 3.2048], [2.2934, -0.0908, -6.4773], [1.1528, -4.2336, 1.0610], [-2.0253, 2.7682, 1.2541], [1.0025, 2.5916, -2.3652], [-0.7021, 2.3348, -2.6764], [-0.4397, -2.6806, -2.3690], [-1.9983, 4.0243, -0.0331], [1.0380, -2.7944, 2.1178], [-1.7584, -2.7555, 1.6092], [0.7812, 4.3974, 0.5146]],
  "total_charge": 2,
  "homo_lumo_gap_ha": [0.3373, 0.2215],
  "multiplicity": 6,
  "homo_energy_ha": [-0.58974, -0.58991],
  "mol_weight_g_mol": 354.00,
  "total_energy_ha": -3374.62151
}

Record 4
{
  "formula": "C9H25Cl2N2O2P2Pr",
  "method": "ωB97M-V/def2-TZVPD",
  "symbols": ["Pr", "Cl", "Cl", "P", "P", "O", "O", "N", "N", "C", "C", "C", "C", "C", "C", "C", "C", "C", "H", "H", "H", "H", "H", "H", "H", "H", "H", "H", "H", "H", "H", "H", "H", "H", "H", "H", "H", "H", "H", "H", "H", "H", "H"],
  "coordinates": [[-0.6064, -0.1491, 0.4921], [-2.3700, -1.1291, 2.0932], [-1.7483, 2.6479, -3.4952], [-1.0822, -2.3813, -1.3353], [-0.0515, 2.5818, 1.4308], [-0.4922, 1.1629, -1.7851], [1.1369, -1.0213, 1.6016], [0.7571, -2.3322, 3.4384], [2.9083, -1.8464, 2.7460], [-1.2867, -2.0002, -3.1124], [1.6931, 2.6627, 1.9923], [-0.9136, 3.3613, 2.8407], [-0.4373, 1.7946, -2.8775], [1.5839, -1.7215, 2.5821], [-0.0531, 3.9445, 0.2101], [-2.5633, -3.4071, -1.0122], [0.2206, -3.6650, -1.4252], [0.7731, 1.8424, -3.7270], [-0.9163, 3.8339, -0.4586], [-0.1111, 4.9150, 0.7242], [-1.8920, -2.7746, -3.6051], [3.3019, -2.3642, 3.5224], [1.5891, 1.3115, -3.2264], [0.8627, 3.9076, -0.3943], [-1.9772, 3.4756, 2.5907], [1.1467, -2.8649, 4.2059], [-0.8304, 2.7102, 3.7214], [1.9962, 1.6918, 2.4084], [0.5660, 1.3716, -4.6997], [-0.4758, 4.3448, 3.0620], [0.6771, -3.7825, -0.4329], [-0.2038, -4.6277, -1.7433], [1.8054, 3.4351, 2.7655], [-2.6104, -4.2387, -1.7289], [0.9969, -3.3533, -2.1364], [2.3479, 2.9000, 1.1435], [-3.4631, -2.7849, -1.1052], [3.5117, -1.3454, 2.1081], [-2.5187, -3.7951, 0.0137], [-0.2495, -2.2248, 3.3275], [1.0627, 2.8883, -3.9053], [-0.3007, -1.9467, -3.5933], [-1.7837, -1.0274, -3.2214]],
  "total_charge": 2,
  "homo_lumo_gap_ha": [0.3195, 0.3339],
  "multiplicity": 3,
  "homo_energy_ha": [-0.56483, -0.56400],
  "mol_weight_g_mol": 467.07,
  "total_energy_ha": -2737.68660
}

Record 5
{
  "formula": "C9H25Mn2N3O11S",
  "method": "ωB97M-V/def2-TZVPD",
  "symbols": ["Mn", "Mn", "S", "O", "O", "O", "O", "O", "O", "O", "O", "O", "O", "O", "N", "N", "N", "C", "C", "C", "C", "C", "C", "C", "C", "C", "H", "H", "H", "H", "H", "H", "H", "H", "H", "H", "H", "H", "H", "H", "H", "H", "H", "H", "H", "H", "H", "H", "H", "H", "H"],
  "coordinates": [[1.7927, -1.8654, 0.5249], [2.1384, 1.4369, -0.8697], [-1.1246, -3.2328, -0.7324], [3.3510, 1.0914, 0.9027], [0.8042, -2.1503, 2.1643], [3.5340, -0.1457, -1.8484], [3.8403, -1.8140, -3.1619], [4.9181, 0.5543, 2.2135], [2.8688, -2.0594, -1.2763], [0.3512, -3.1172, -0.4415], [3.4715, -0.8833, 1.5260], [-1.5946, -4.7816, -0.3346], [1.0538, -0.0823, -0.1574], [-1.6960, -2.9996, -2.0594], [0.6463, 3.0310, -0.0068], [3.4091, -1.3772, -2.0892], [3.8969, 0.2440, 1.6286], [1.2017, 3.6657, 1.2193], [-0.5291, 5.1601, -1.1719], [-2.9502, -5.1016, -0.1989], [-2.1442, -2.4038, 0.5442], [-1.3495, 1.9980, -1.2046], [-2.9695, -6.5366, -0.7481], [-0.7573, 2.4753, 0.1736], [0.8029, 2.9762, 2.4615], [0.7177, 4.1290, -1.1169], [-1.0839, 0.9755, -1.4731], [0.1396, -2.3176, 2.8606], [1.0512, 1.9179, 2.3811], [0.7217, 4.6357, 1.3486], [0.3131, 0.0524, 0.4653], [-3.9179, -7.0313, -0.5388], [-1.4454, 3.1310, 0.7070], [-2.2293, -7.1327, -0.2143], [2.2751, 3.7853, 1.0724], [1.3675, 3.3257, 3.3259], [-2.0333, -2.9120, 1.5021], [-3.6762, -4.5653, -0.8099], [0.8586, 3.6665, -2.0938], [-0.3652, 5.8673, -1.9849], [-0.6904, 1.5076, 0.6708], [-1.4546, 4.6035, -1.3201], [1.6430, 4.6823, -0.9566], [-1.8154, -1.3648, 0.5638], [-3.2378, -5.1326, 0.8520], [-1.0917, 2.6020, -2.0745], [-3.1907, -2.5116, 0.2590], [-2.7246, -6.6874, -1.7995], [-0.2331, 3.1261, 2.7653], [-0.4302, 5.6747, -0.2161], [-2.4338, 1.8908, -1.2332]],
  "homo_lumo_gap_ha": [0.2720, 0.2872],
  "multiplicity": 11,
  "homo_energy_ha": [-0.29769, -0.32650],
  "mol_weight_g_mol": 493.25,
  "total_energy_ha": -4049.76915
}